# C19H36F5N2O9PS

A cluster of 2 separate species, C19H36F5N2O9PS in total (wB97M-V/def2-TZVPD, the OMol25 dataset).

```
! RIJCOSX wB97M-V def2-TZVPD def2/J DEFGRID3
* xyz 0 1
N -7.3651 -1.7147 1.3512
C -6.3384 -2.3702 2.2060
C -4.8620 -1.7585 1.8758
C -4.4034 -2.3926 0.4990
C -2.8435 -2.1847 0.0958
C -1.8143 -2.5952 1.2505
C -0.4478 -1.7559 1.3026
C 0.8653 -2.6139 1.6336
N 1.9553 -1.6119 1.9720
C -2.6478 -3.3198 -1.0647
C -1.0467 -3.1602 -1.6488
C -0.0750 -4.4724 -1.3216
O -0.6647 -4.1130 -2.7499
O -2.5702 -0.9399 -0.5959
C -2.8202 0.2071 0.1383
O -2.6837 0.4061 1.3462
S -3.3593 1.7182 -0.8719
O -2.8696 1.6172 -2.2873
O -2.6087 2.8777 -0.2426
C -5.1787 2.0920 -0.7030
F -5.3189 3.4772 -1.0171
F -5.6960 1.9342 0.5924
C -6.0270 1.3189 -1.8359
F -5.6995 1.8173 -3.1121
F -5.7621 -0.0524 -1.7616
F -7.3970 1.5842 -1.6316
H -7.6244 -0.7864 1.7214
H -8.2272 -2.2877 1.3307
H -6.2479 -3.4972 1.9931
H -6.5332 -2.1612 3.3253
H -4.2323 -1.9958 2.7873
H -5.0518 -0.6330 1.7267
H -5.1025 -2.1065 -0.3714
H -4.5202 -3.5379 0.5942
H -2.2459 -2.5802 2.3071
H -1.5040 -3.6934 1.0757
H -0.5792 -0.9839 2.1506
H -0.2210 -1.1430 0.3688
H 0.6981 -3.2644 2.5509
H 1.2698 -3.1916 0.7359
H 1.5660 -1.0216 2.7204
H 2.0249 -0.9880 1.1456
H -2.7243 -4.3743 -0.6537
H -3.3206 -3.1131 -1.9642
H -0.5460 -2.0802 -1.6033
H 1.0499 -4.3763 -1.4172
H -0.5624 -5.3870 -0.8520
C 4.2660 2.2048 -3.0342
C 5.4303 1.5999 -2.2701
O 5.9413 2.4880 -1.2834
P 5.2454 2.5910 0.2300
O 5.0872 1.0808 0.4249
O 6.6392 2.7619 1.1044
C 7.0147 1.8008 2.0827
C 7.9275 0.7496 1.4796
O 5.3230 4.2872 0.0623
C 4.6386 4.9753 -0.9665
C 3.1390 4.9499 -0.7744
H 3.4461 2.4626 -2.3602
H 3.8904 1.5057 -3.7854
H 4.5723 3.1184 -3.5497
H 5.1396 0.6384 -1.8420
H 6.2463 1.3977 -2.9682
H 6.1347 1.3539 2.5514
H 7.5527 2.3331 2.8723
H 7.4968 0.2973 0.5834
H 8.1350 -0.0433 2.2024
H 8.8755 1.2005 1.1738
H 4.9304 4.5981 -1.9451
H 4.9810 6.0142 -0.9317
H 2.7649 3.9289 -0.6543
H 2.6342 5.4152 -1.6242
H 2.8611 5.4976 0.1308
*
```

Summary:
F_max: 9.13 eV/A
E_LUMO: -1.24 eV
Frontier orbital gap: 0.300 Eh
SMILES string: NCCCC(CCCN)(C[C@H]1CO1)OC(=O)S(=O)(=O)C(F)(F)C(F)(F)F.CCOP(=O)(OCC)OCC
E: -2770.81345 hartree